Below is a structure of composition C41H46F5KN9O2 in a non-equilibrium geometry, with properties calculated with wB97M-V/def2-TZVPD.

```
104
C41H46F5KN9O2 (wB97M-V/def2-TZVPD)
K -0.412 0.161 -0.553
C -2.257 0.058 2.403
N -1.531 1.016 3.193
C -2.249 2.258 3.567
C -0.134 0.946 3.334
N 0.582 0.368 2.358
C 1.824 -0.264 2.539
C 2.101 -0.975 3.714
C 3.258 -1.693 3.849
C 4.101 -1.812 2.749
C 3.884 -1.083 1.591
C 2.725 -0.283 1.423
N 2.431 0.400 0.274
C 3.347 0.858 -0.602
N 3.056 0.678 -1.944
C 2.309 -0.502 -2.409
C 3.348 1.709 -2.958
N 4.448 1.591 -0.297
C 4.582 2.161 1.053
C 5.609 1.696 -1.179
N 0.403 1.566 4.454
C -0.260 1.410 5.759
C 1.781 2.050 4.466
H -2.953 -0.470 3.061
H -1.530 -0.701 2.026
H -2.800 0.507 1.560
H -2.653 2.195 4.596
H -3.046 2.399 2.848
H -1.609 3.119 3.524
H 1.356 -0.904 4.515
H 3.479 -2.215 4.773
H 5.005 -2.375 2.746
H 4.582 -1.146 0.788
H 2.093 -1.143 -1.545
H 2.944 -1.022 -3.118
H 1.352 -0.295 -2.922
H 3.518 2.680 -2.505
H 2.458 1.825 -3.601
H 4.192 1.495 -3.618
H 3.577 2.271 1.435
H 5.038 3.163 1.049
H 5.150 1.472 1.642
H 5.389 0.972 -2.000
H 6.497 1.387 -0.637
H 5.716 2.714 -1.588
H -1.206 0.872 5.672
H -0.423 2.418 6.203
H 0.450 0.876 6.435
H 2.107 2.289 3.435
H 2.466 1.318 4.901
H 1.810 3.033 4.985
F -2.927 -1.538 -7.839
C -2.429 -1.069 -6.676
C -2.851 0.193 -6.180
F -3.765 0.913 -6.903
C -2.419 0.676 -4.972
F -2.976 1.844 -4.532
C -1.382 -0.023 -4.243
O -0.986 0.395 -3.111
C -0.891 -1.215 -4.864
F 0.085 -1.849 -4.201
C -1.453 -1.763 -5.984
F -1.041 -2.985 -6.483
C -1.445 6.003 -1.832
N -0.822 4.708 -1.453
C 0.594 4.577 -1.154
C -1.627 3.661 -1.185
O -1.266 2.646 -0.534
H -1.376 6.162 -2.894
H -0.927 6.855 -1.378
H -2.504 5.997 -1.524
H 1.064 3.911 -1.876
H 0.683 4.163 -0.144
H 1.100 5.568 -1.175
H -2.672 3.726 -1.585
C 0.481 -5.849 2.894
C -0.064 -4.575 3.192
C -0.514 -3.743 2.208
C -0.533 -4.175 0.855
C -1.059 -3.417 -0.184
C -1.142 -3.862 -1.456
C -0.579 -5.101 -1.820
C 0.051 -5.860 -0.833
C 0.059 -5.453 0.526
C 0.585 -6.274 1.595
H 0.750 -6.510 3.685
H -0.164 -4.247 4.218
H -0.957 -2.784 2.456
H -1.548 -3.222 -2.240
H -0.603 -5.453 -2.867
H 0.566 -6.784 -1.076
H 1.112 -7.156 1.295
N -8.337 0.136 -0.433
C -7.212 -0.161 -0.580
C -5.836 -0.427 -0.882
C -5.089 0.538 -1.543
C -3.695 0.317 -1.676
N -3.135 -0.802 -1.208
C -3.841 -1.753 -0.561
C -5.238 -1.587 -0.338
H -5.568 1.451 -1.928
H -3.044 1.073 -2.100
H -3.290 -2.584 -0.104
H -5.831 -2.339 0.184
```

## Properties
Charge   -1
LUMO energy   1.52 eV
Energy relative to the best compared isomer or geometry (same formula, charge and spin)   138.6 kJ/mol
Frontier orbital gap   4.155 eV